# 1
Molecular formula: C2H10NO4
Method: DFT, wB97M-V/def2-TZVPD

Last column: Mulliken charge in e.
Geometry (Å):
O1 -0.690 -0.690 2.045  -0.62
O2 -1.395 2.403 -1.033  -0.44
O3 1.051 -2.394 -0.306  -0.66
O4 -1.635 0.222 -0.506  -0.54
N1 0.988 0.222 0.102  -0.42
C1 -0.976 1.154 -0.853  0.61
C2 0.556 1.228 -0.995  -0.44
H1 0.843 0.904 -2.021  0.31
H2 1.324 -2.848 0.509  0.32
H3 0.419 -0.640 0.146  0.51
H4 -1.616 -0.532 1.740  0.31
H5 1.942 -0.056 -0.194  0.35
H6 0.590 -3.162 -0.682  0.31
H7 -2.354 2.562 -1.004  0.38
H8 0.990 0.538 1.083  0.37
H9 -1.015 -1.127 2.850  0.31
H10 0.977 2.217 -0.882  0.34

Calculated values
total charge = +1
LUMO energy = -3.111 eV

=====

# 2
Molecular formula: C2H10NOSi
Method: DFT, wB97M-V/def2-TZVPD

Last column: Mulliken charge in e.
Geometry (Å):
Si1 1.774 -1.164 -1.596  0.26
O1 1.100 -0.408 -0.324  -0.01
N1 -0.925 0.151 1.191  -0.04
C1 -0.799 -0.696 0.071  -0.88
C2 -0.755 1.631 0.851  -0.74
H1 -0.380 1.602 -0.089  0.30
H2 2.856 -0.090 -1.837  -0.02
H3 -1.136 -0.165 -0.867  0.38
H4 -0.195 -0.094 1.859  0.32
H5 -1.774 0.027 1.615  0.34
H6 -1.805 1.961 0.808  0.35
H7 1.618 -2.537 -1.056  0.02
H8 -0.983 -1.746 0.128  0.48
H9 1.339 -1.257 -2.943  -0.09
H10 -0.091 2.315 1.407  0.33

Calculated values
total charge = +1
LUMO energy (alpha / beta) = -3.212 / -7.382 eV
2S+1 = 3

=====

# 3
Molecular formula: C2H10NS
Method: DFT, wB97M-V/def2-TZVPD

Last column: Mulliken charge in e.
Geometry (Å):
S1 0.016 -0.179 -0.219  -0.09
N1 0.504 1.514 2.218  -0.45
C1 -0.069 -1.943 -0.653  -0.86
C2 -0.505 0.569 -1.802  -0.78
H1 0.808 -2.095 -1.275  0.33
H2 -0.297 1.927 2.705  0.38
H3 -1.211 1.381 -1.669  0.32
H4 0.224 0.624 1.773  0.16
H5 -0.944 -2.206 -1.231  0.32
H6 0.714 2.201 1.494  0.40
H7 1.269 1.389 2.882  0.38
H8 -0.945 -0.186 -2.441  0.29
H9 0.031 -2.559 0.236  0.30
H10 0.426 0.968 -2.185  0.29

Calculated values
total charge = +1
LUMO energy = -3.893 eV

=====

# 4
Molecular formula: C2H10NS2
Method: DFT, wB97M-V/def2-TZVPD

Last column: Mulliken charge in e.
Geometry (Å):
S1 0.554 -1.351 -0.203  -0.26
S2 1.544 -0.301 1.240  0.02
N1 -1.155 0.608 -2.120  -0.07
C1 -1.050 1.758 -1.183  -0.77
C2 1.441 -1.211 2.747  -0.71
H1 -2.114 0.522 -2.220  0.38
H2 0.519 -0.862 3.379  0.27
H3 1.425 -2.324 2.669  0.31
H4 -1.795 1.546 -0.291  0.33
H5 1.042 -2.541 -0.299  0.17
H6 -0.039 1.955 -0.770  0.30
H7 2.397 -0.970 3.356  0.27
H8 -1.412 2.708 -1.707  0.34
H9 -0.839 -0.286 -1.705  0.04
H10 -0.518 0.750 -2.893  0.39

Calculated values
total charge = +1
LUMO energy = -3.525 eV

=====

# 5
Molecular formula: C2H10NS2
Method: DFT, wB97M-V/def2-TZVPD

Last column: Mulliken charge in e.
Geometry (Å):
S1 1.103 -0.240 -0.868  -0.12
S2 -0.154 0.911 -2.201  -0.22
N1 -1.012 0.925 1.253  -0.16
C1 0.309 1.023 1.840  -0.73
C2 0.446 -1.935 -1.322  -0.73
H1 -0.041 -2.323 -0.498  0.30
H2 0.434 0.355 -3.422  0.25
H3 -0.237 -2.056 -2.194  0.34
H4 -1.640 0.423 1.769  0.30
H5 0.839 1.871 1.304  0.33
H6 0.270 1.349 2.885  0.33
H7 0.667 -0.078 1.749  0.36
H8 1.267 -2.596 -1.586  0.32
H9 -0.737 0.600 0.274  0.06
H10 -1.514 1.773 1.015  0.37

Calculated values
total charge = +1
LUMO energy = -3.579 eV

=====

# 6
Molecular formula: C2H10NS3
Method: DFT, wB97M-V/def2-TZVPD

Last column: Mulliken charge in e.
Geometry (Å):
S1 -2.312 -2.359 -1.548  -0.16
S2 -2.161 -0.643 -2.836  -0.16
S3 1.511 2.147 2.485  -0.17
N1 0.071 -0.448 -0.308  -0.24
C1 -0.048 0.613 0.741  -0.54
C2 1.447 0.999 1.052  -0.73
H1 -0.575 1.443 0.252  0.34
H2 -0.871 -0.719 -0.718  0.06
H3 -2.919 0.271 -2.173  0.23
H4 2.582 1.554 3.012  0.16
H5 0.611 -0.223 -1.167  0.44
H6 1.920 1.447 0.186  0.39
H7 0.471 -1.324 0.015  0.39
H8 1.967 0.079 1.288  0.40
H9 -0.481 0.172 1.625  0.36
H10 -1.212 -3.009 -1.907  0.22

Calculated values
total charge = +1
LUMO energy = -3.778 eV

=====

ΔE to the lowest compared entry with this formula, charge and spin per entry: 0.4653, 1.2892, 0.3996, 1.2422, 1.6015, 0.6027 eV